This record from the OMol25 dataset describes a structure of composition C17H34O17Rb2 in a non-equilibrium geometry. The level of theory is ωB97M-V with the def2-TZVPD basis set.

Last column: Löwdin charge in e.
Atoms and positions in Å:
H 8.036 -1.953 -9.648  0.1010
H 13.953 -4.201 -6.117  0.0370
O 10.000 -4.277 -6.361  0.0678
C 12.052 -2.338 -0.430  -0.6343
C 10.952 -3.427 1.497  -0.0336
C 14.763 -2.333 -4.412  -0.4591
C 12.692 -1.007 -2.256  -0.0616
H 11.647 -3.471 -5.312  0.0093
H 13.923 -0.265 -6.271  0.0965
O 12.321 -4.954 -9.577  0.1171
H 12.529 -5.185 -6.512  0.1326
H 12.995 -1.156 -4.400  0.0799
O 12.668 -3.618 -7.691  -0.1110
O 11.565 -2.806 -9.275  -0.0179
O 14.452 -1.025 -7.993  0.0146
H 11.291 -2.925 -7.040  0.0432
H 10.388 -2.736 2.122  0.0972
H 7.754 -7.098 -4.987  0.0872
H 14.204 -4.131 -10.220  0.0791
C 14.812 -0.725 -6.703  -0.0653
H 6.610 -6.623 -6.170  0.0842
C 14.793 -2.134 -8.601  -0.5160
O 12.256 -3.061 -4.076  -0.3157
H 12.990 -2.199 -5.762  0.0483
H 15.271 -1.686 -5.126  0.0270
O 9.549 -0.491 -9.428  -0.0352
H 14.010 -3.257 -11.768  0.1029
C 11.205 -2.402 -10.637  0.0390
C 12.085 -0.840 -6.994  -0.0501
H 11.551 -0.429 -6.137  0.1362
C 14.437 -3.217 -10.766  -0.0270
H 7.494 -0.381 -9.133  0.0989
C 13.326 -4.570 -6.929  -0.0673
H 13.351 -0.466 -1.577  0.1116
O 9.543 -1.896 -7.649  0.1074
H 12.166 -1.885 -6.696  0.0299
H 12.073 -2.185 -11.260  0.0839
H 15.652 -0.033 -6.777  0.1344
H 10.604 -1.494 -10.612  0.0819
H 12.254 -0.238 -2.892  0.1154
C 8.229 -0.887 -9.760  -0.0456
O 15.245 -3.124 -8.086  -0.1348
Rb 16.373 -4.099 -6.248  1.3039
O 9.390 -4.772 -4.221  0.1150
Rb 14.339 -3.442 -1.948  1.3754
O 11.692 -1.756 -1.509  0.0633
H 13.267 -1.704 -2.866  -0.0476
C 7.291 -6.213 -5.424  -0.0506
O 11.381 -0.625 -8.228  0.0341
O 15.511 -3.572 -4.439  -0.8409
H 7.932 -0.657 -10.784  0.0940
C 9.229 -4.742 -5.440  -0.6083
H 10.623 -3.167 -11.151  0.1083
H 11.946 -3.370 1.940  0.0880
H 15.461 -3.475 -11.037  0.0903
C 12.161 -3.935 -8.904  -0.5242
O 10.937 -2.731 0.259  -0.0001
C 13.214 -2.182 -4.696  -0.3820
O 13.201 -2.648 -0.167  -0.1984
H 10.598 -4.456 1.438  0.1010
H 6.692 -5.785 -4.620  0.0885
O 8.231 -5.346 -6.071  0.0008
C 10.901 -3.251 -6.075  -0.1331
O 14.264 -2.069 -9.875  0.0203
C 10.112 -1.078 -8.379  -0.5575
H 15.011 -2.045 -3.390  -0.0100
H 10.368 -2.375 -5.703  0.1192
H 15.231 -1.590 -6.189  0.0331
H 13.101 -0.465 -7.112  0.0430
H 14.064 -5.104 -7.528  0.0856

As for the frontier orbital gap: 5.93 eV. The value obtained for the largest force on an atom is 6.52 eV/A.

---

This record from the OMol25 dataset describes a structure of composition C17H34O2P2Pd in a non-equilibrium geometry. The level of theory is ωB97M-V with the def2-TZVPD basis set.

Last column: Mulliken spin population.
Atoms and positions in Å:
H -0.574 2.083 -2.335  -0.0039
C -3.649 -0.958 0.040  0.0070
H -0.806 -1.010 0.190  -0.0176
H 0.001 4.930 1.980  0.0103
C 1.943 -2.367 -2.394  0.0114
H 4.023 2.606 4.442  0.0005
C -1.508 1.163 -0.594  -0.0532
P -2.532 -0.232 -1.193  -0.0021
C -0.715 4.187 2.367  0.1329
H 0.246 2.393 -0.789  0.0081
H -3.864 1.441 -2.230  0.0013
H 2.472 -3.719 0.651  0.0001
H 0.771 -4.234 0.773  -0.0008
H 0.864 -1.689 2.033  0.0258
H -0.852 4.278 3.462  0.0361
H -2.493 -2.285 -2.386  -0.0031
H 2.088 -3.398 -2.744  -0.0005
H -3.195 -1.787 0.606  0.0035
C 1.712 -1.060 0.127  0.0744
H 1.755 -4.733 -0.641  -0.0016
H 2.919 -1.889 -2.223  0.0009
C 2.717 2.541 2.747  -0.0162
C 1.753 0.133 -0.726  0.6467
O 2.460 2.935 1.570  -0.0177
H -2.245 1.975 -0.653  -0.0024
C 1.560 -3.926 0.075  0.0149
H 1.322 0.011 2.056  -0.0337
H -3.937 -0.167 0.741  -0.0056
C 4.025 2.931 3.400  0.0059
H -4.323 -0.192 -2.848  -0.0024
O 1.882 1.846 3.450  -0.0319
H -1.239 -2.967 -0.292  0.0284
H -1.971 1.190 1.556  -0.0749
C -1.138 0.917 0.883  0.1395
P 1.040 -2.453 -0.836  -0.0277
H -4.543 -1.360 -0.455  0.0004
C 0.859 -0.773 1.441  0.0808
H -2.832 0.599 -3.441  0.0005
H 4.172 4.008 3.372  -0.0014
H 2.735 -1.388 0.404  0.0164
H 1.170 0.635 -2.657  0.0513
C -1.656 -1.660 -2.025  0.0015
C 0.710 0.454 -1.670  -0.0049
H -1.164 -1.289 -2.949  0.0056
C -3.490 0.465 -2.568  0.0074
C -0.258 1.623 -1.383  0.0739
H -0.702 -3.584 -1.873  -0.0006
H -1.664 4.135 1.806  -0.0196
Pd 0.120 2.483 2.264  0.9311
H 0.046 -0.422 -1.785  -0.0168
H 1.400 -1.767 -3.141  0.0011
C -0.737 -2.683 -1.235  0.0143
H 2.313 0.957 -0.298  0.0063
H 4.873 2.473 2.902  0.0009
C -0.612 -0.460 1.128  0.0037
H -1.255 -0.942 1.897  -0.0041

The value obtained for the energy above the lowest of the compared OMol25 structures with the same formula, charge and spin is 84.0 kcal/mol. As for the frontier orbital gap (spin up / spin down): 2.65 / 3.61 eV. The value obtained for the largest force on an atom is 2.89 eV/A. As for the spin multiplicity: 3. As for the expectation value of S²: 2.0108.

---

This record from the OMol25 dataset describes a structure of composition C17H34O2P2Pd in a non-equilibrium geometry. The level of theory is ωB97M-V with the def2-TZVPD basis set.

Last column: Mulliken spin population.
Atoms and positions in Å:
H -4.299 -2.555 -1.361  0.0046
H -0.151 -1.843 3.302  -0.0116
C -0.313 -0.719 0.411  -0.0392
H -0.172 -2.777 -1.876  0.0000
C -0.374 0.662 -0.265  0.2382
C 0.710 3.430 -0.321  0.0085
C -4.009 -0.467 -1.789  0.0697
O 4.240 -0.058 3.185  0.1588
C -3.579 -1.955 -1.941  -0.0158
H 3.286 2.808 2.765  0.0049
C -1.976 0.431 -2.982  0.3935
H -2.953 -0.975 -4.268  0.0111
H -2.167 -2.643 -0.413  -0.0075
Pd 1.700 0.989 1.869  0.6609
H -1.062 3.544 2.251  0.0019
H 1.580 3.429 2.783  -0.0288
H 1.617 3.099 -0.848  -0.0094
H -0.032 -1.708 -3.952  -0.0073
H 4.644 0.302 1.114  -0.0091
C 0.623 -2.302 2.673  0.0335
O 2.350 -0.275 4.349  0.4442
C -2.209 -2.299 -1.456  0.0413
H 0.967 4.294 0.312  0.0053
H -3.699 -2.256 -2.994  -0.0008
H -0.068 3.713 -1.044  0.0093
P 1.149 -1.128 1.421  0.2829
C -2.942 0.550 -2.053  0.5083
H 2.698 -1.160 -0.433  0.0019
C 2.244 2.591 3.026  0.5406
H -4.871 -0.301 -2.458  0.0615
H -1.607 1.849 2.420  0.0040
C -1.932 -0.648 -4.018  0.1353
H 1.985 -2.783 -0.109  0.0172
H 3.276 -2.119 0.957  0.0013
H -3.076 1.496 -1.506  -0.0111
H -1.424 -2.728 -4.302  -0.0013
C 2.395 -1.872 0.346  0.0678
H -1.401 0.880 -0.561  -0.0502
H 2.143 2.287 4.077  0.0137
H -4.389 -0.310 -0.766  0.0159
C -1.327 2.629 1.697  0.0256
H 4.973 1.695 2.211  -0.0057
H 0.230 -3.204 2.182  0.0187
C -1.105 -2.315 -2.227  0.0413
C 5.005 0.599 2.112  0.0189
H -1.203 1.204 -3.081  0.0198
H -2.166 2.834 1.015  -0.0009
C -1.078 -1.899 -3.663  0.0415
H -1.205 -0.886 1.031  -0.0084
H -0.302 -1.485 -0.361  0.0037
P 0.125 2.103 0.753  -0.0028
H 0.238 0.676 -1.178  0.0081
H 1.484 -2.552 3.307  0.0045
H -1.507 -0.220 -4.940  0.0085
C 2.910 0.109 3.336  0.2775
H 6.028 0.242 2.263  0.0056

As for the charge: +2. The value obtained for the energy above the lowest of the compared OMol25 structures with the same formula, charge and spin is 12.3 kcal/mol. As for the frontier orbital gap (spin up / spin down): 2.78 / 5.70 eV. The value obtained for the largest force on an atom is 5.41 eV/A. As for the spin multiplicity: 5. As for the expectation value of S²: 6.0249.

---

This record from the OMol25 dataset describes a structure of composition C17H34O2P2Pt in a non-equilibrium geometry. The level of theory is ωB97M-V with the def2-TZVPD basis set.

Last column: Mulliken spin population.
Atoms and positions in Å:
H 2.324 -1.393 -3.086  -0.0014
H -1.498 -0.565 -4.279  -0.0050
H -2.178 -2.650 -3.021  -0.0006
H -2.015 -1.444 -0.162  0.0243
C -0.881 1.233 1.750  0.3462
H -2.650 1.029 0.650  -0.0026
P -0.061 -1.580 -2.593  0.3569
H 1.547 -2.649 -4.118  0.0142
P 0.015 1.538 -2.491  0.3055
H 1.924 -2.979 -2.389  -0.0021
H -0.865 -3.421 -3.985  0.0195
H -0.173 1.380 -4.934  0.0104
H -1.441 2.032 2.249  -0.0057
H 0.634 -1.392 5.438  0.0153
C -1.655 0.553 0.639  0.0849
H 2.128 2.590 -2.985  -0.0008
C -1.931 -0.968 0.828  0.0261
C 0.261 0.719 -4.164  0.0176
C 1.455 0.737 0.822  0.0615
H 2.129 2.121 6.167  0.0079
H -1.211 0.757 -0.355  0.0110
H 2.481 0.836 1.200  -0.0154
H 1.047 -2.376 2.030  0.0091
C -0.104 -1.660 4.668  0.2895
Pt -0.189 -0.245 3.232  0.4402
H 2.115 1.554 4.464  -0.0098
H 1.959 0.375 5.827  -0.0017
H -2.397 1.428 -2.869  -0.0023
H 2.224 -1.217 0.482  -0.0025
H -0.012 -1.270 -5.016  0.0152
H -1.099 -1.735 5.137  0.0248
C -0.401 -0.655 -4.187  0.0179
H -1.921 2.963 -2.104  -0.0025
H 0.161 -2.619 4.198  0.0074
C -1.654 2.237 -2.883  0.0365
C 1.710 1.387 5.477  0.0140
C -0.937 -1.685 1.691  0.2265
C 0.539 1.317 1.860  0.4487
H -1.653 2.728 -3.869  0.0129
C 1.597 -2.216 -3.106  0.0436
H -1.033 -3.768 -2.220  -0.0027
O 0.260 1.619 5.549  0.1366
H -1.320 -2.587 2.185  0.0177
H 1.070 3.673 -2.035  -0.0011
H 0.780 -0.904 -0.482  0.0226
C 0.473 -1.553 1.588  0.1297
H 1.351 0.634 -4.326  -0.0054
H 1.395 1.312 -0.117  0.0573
C -1.139 -3.007 -3.003  0.0615
O -1.691 1.785 4.495  0.5677
H 0.939 2.172 2.423  -0.0324
H 0.782 3.463 -3.806  0.0151
C -0.599 1.227 4.569  0.1198
C 1.103 2.970 -2.876  0.0494
H -2.914 -1.059 1.320  -0.0055
C 1.219 -0.772 0.527  0.0345

As for the charge: +2. The value obtained for the energy above the lowest of the compared OMol25 structures with the same formula, charge and spin is 0.0 kcal/mol. As for the frontier orbital gap (spin up / spin down): 6.68 / 5.33 eV. The value obtained for the largest force on an atom is 3.41 eV/A. As for the spin multiplicity: 5. As for the expectation value of S²: 6.0374.